Entry 1:
C3H5N3O | ωB97M-V/def2-TZVPD

Summary:
- SMILES string = Nc1c[nH]c(O)n1
- energy above the lowest of the compared OMol25 structures with the same formula, charge and spin (eV) = 0.973
- HOMO level (eV) = -7.82

The geometry in ORCA input format:
```
! RIJCOSX wB97M-V def2-TZVPD def2/J DEFGRID3
* xyz 0 1
N -0.5526 -1.9659 -0.9808
C -0.0483 -0.7691 -0.4599
C 0.1388 0.4374 -1.0787
N 0.6240 1.2718 -0.0799
C 0.6405 0.5439 1.0493
O 0.6921 1.1947 2.2393
N 0.2898 -0.7002 0.8713
H -1.2993 -1.8059 -1.6465
H -0.8853 -2.5470 -0.2204
H -0.1663 0.8245 -2.0338
H 0.8171 2.2597 -0.1158
H -0.2506 1.2560 2.4558
*
```

Löwdin atomic charge list, values in e, 2 entries: 0.08 -0.41

***

Entry 2:
C4H6INO | ωB97M-V/def2-TZVPD

Summary:
- SMILES string = CC/N=C/C(=O)I
- energy above the lowest of the compared OMol25 structures with the same formula, charge and spin (eV) = 2.338
- HOMO level (eV) = -9.62

The geometry in ORCA input format:
```
! RIJCOSX wB97M-V def2-TZVPD def2/J DEFGRID3
* xyz 0 1
C 1.6709 0.7733 0.7150
C 1.2597 -0.3847 -0.2615
N -0.1151 -0.8636 -0.0569
C -1.0151 -0.1199 -0.4321
C -2.4509 -0.8270 -0.0965
O -2.6709 -1.9680 0.0535
I -3.9952 0.6762 0.0897
H 2.7125 1.1780 0.2527
H 0.8120 1.4628 0.4669
H 1.5761 0.5070 1.7165
H 1.9699 -1.2758 -0.1497
H 1.4671 0.1205 -1.2242
H -1.2211 0.7213 -1.0735
*
```

Löwdin atomic charge list, values in e, 2 entries: -0.09 -0.28

***

Entry 3:
C27H25N2 | ωB97M-V/def2-TZVPD

Summary:
- energy above the lowest of the compared OMol25 structures with the same formula, charge and spin (eV) = 0.000
- HOMO level (eV) = -10.86

The geometry in ORCA input format:
```
! RIJCOSX wB97M-V def2-TZVPD def2/J DEFGRID3
* xyz 1 1
C -5.5982 -0.4551 0.9519
N -4.6104 0.1359 1.8641
C -5.0884 0.6289 3.1638
C -3.2198 0.1082 1.5484
C -2.6180 1.1640 0.8335
C -1.2846 1.1442 0.5391
C -0.4671 0.0744 0.9483
C 0.9777 0.1186 0.8599
C 1.8200 -1.0328 1.0859
C 3.0394 -0.6090 1.6612
C 3.9687 -1.5362 2.1249
C 3.6957 -2.8770 1.9627
C 2.5308 -3.3038 1.3200
C 1.5931 -2.4019 0.8772
C 3.0340 0.8357 1.6840
C 1.8089 1.2778 1.1248
C 1.5711 2.6572 1.0190
C 2.5161 3.5378 1.4914
C 3.6929 3.0855 2.0914
C 3.9653 1.7395 2.1870
C -1.0792 -0.9898 1.6433
C -2.4117 -0.9788 1.9343
H -5.0816 -0.8203 0.0654
H -6.1115 -1.2918 1.4230
H -6.3313 0.2885 0.6444
H -4.2373 0.9870 3.7412
H -5.7852 1.4543 3.0282
H -5.5799 -0.1636 3.7259
H -3.2365 1.9930 0.5360
H -0.8517 1.9453 -0.0287
H 4.8552 -1.1980 2.6357
H 4.3863 -3.6081 2.3468
H 2.3644 -4.3583 1.1716
H 0.7226 -2.7246 0.3305
H 0.6811 3.0203 0.5380
H 2.3482 4.5982 1.3970
H 4.3961 3.7975 2.4883
H 4.8575 1.3765 2.6692
H -0.4603 -1.7847 2.0170
H -2.8639 -1.7837 2.4883
C -1.0240 0.5231 -5.5836
C 0.0986 -0.0386 -4.7845
C 1.1483 -0.6848 -5.4039
C 2.1572 -1.1808 -4.6161
C 2.0866 -1.0175 -3.2527
N 1.0941 -0.4057 -2.6302
C 0.1299 0.0663 -3.4037
H -1.7659 1.0012 -4.9413
H -0.6587 1.2695 -6.2917
H -1.5248 -0.2628 -6.1525
H 1.1631 -0.7903 -6.4777
H 2.9924 -1.6922 -5.0606
H 2.8805 -1.4065 -2.6307
H -0.6857 0.5682 -2.9046
*
```

Löwdin atomic charge list, values in e, 2 entries: -0.05 -0.23

***

Entry 4:
C3H4F2O | ωB97M-V/def2-TZVPD

Summary:
- SMILES string = OC/C(F)=C\F
- energy above the lowest of the compared OMol25 structures with the same formula, charge and spin (eV) = 1.587
- HOMO level (eV) = -9.65

The geometry in ORCA input format:
```
! RIJCOSX wB97M-V def2-TZVPD def2/J DEFGRID3
* xyz 0 1
O 1.7285 -0.6160 -0.2059
C 0.3071 -1.0727 -0.0459
C -0.8008 0.1074 -0.0604
F -2.0340 -0.3561 -0.1058
C -0.5471 1.4160 -0.1176
F 0.6906 1.8810 -0.0863
H 1.8044 -0.1145 0.6306
H 0.0954 -1.6099 0.9072
H 0.0884 -1.7740 -0.8883
H -1.3324 2.1386 -0.0275
*
```

Löwdin atomic charge list, values in e, 2 entries: -0.08 -0.11

***

Number 1: total energy -9709.6110 eV, Kohn-Sham gap 8.46 eV. Number 2: total energy -15881.4796 eV, Kohn-Sham gap 9.50 eV. Number 3: total energy -31377.6055 eV, Kohn-Sham gap 5.22 eV. Number 4: total energy -10656.3728 eV, Kohn-Sham gap 10.50 eV.